{
  "formula": "C13H19Cl2F5IN2",
  "method": "the ωB97M-V functional and the def2-TZVPD basis",
  "species": ["F", "C", "F", "F", "C", "F", "F", "C", "C", "C", "N", "C", "C", "N", "C", "C", "C", "I", "C", "H", "H", "H", "H", "H", "H", "H", "H", "H", "H", "H", "H", "H", "H", "H", "Cl", "C", "C", "Cl", "H", "H", "H", "H"],
  "coordinates": [[3.312, -2.386, 0.183], [2.553, -1.437, -0.476], [1.738, -2.128, -1.313], [1.868, -0.776, 0.527], [3.560, -0.463, -1.203], [4.539, -1.288, -1.773], [4.213, 0.286, -0.245], [2.955, 0.370, -2.376], [1.465, 0.826, -2.163], [1.256, 1.837, -0.956], [-0.147, 1.713, -0.479], [-0.677, 1.618, 0.809], [-2.122, 1.503, 0.676], [-2.367, 1.544, -0.699], [-3.623, 1.477, -1.481], [-4.597, 0.314, -1.054], [-3.872, -1.061, -0.738], [-5.159, -2.114, 0.687], [-1.184, 1.692, -1.378], [3.627, 1.265, -2.525], [2.994, -0.187, -3.355], [0.750, -0.047, -2.135], [1.175, 1.395, -3.096], [2.019, 1.752, -0.146], [1.344, 2.883, -1.374], [-0.087, 1.638, 1.755], [-2.897, 1.388, 1.462], [-4.149, 2.464, -1.492], [-3.320, 1.272, -2.548], [-5.366, 0.086, -1.845], [-5.109, 0.652, -0.108], [-2.880, -0.920, -0.235], [-3.694, -1.675, -1.659], [-1.179, 1.766, -2.485], [-0.298, -2.622, 3.704], [1.369, -2.044, 3.449], [2.109, -1.844, 4.751], [1.454, -0.480, 5.691], [1.322, -1.122, 2.871], [1.876, -2.798, 2.846], [3.157, -1.616, 4.549], [2.070, -2.736, 5.375]],
  "atomic_forces_ev_per_a": [[-1.0960, 1.2556, -0.8054], [1.4095, -1.5121, 1.6569], [0.5778, 1.4174, 0.9795], [0.1795, -0.6693, -1.8333], [0.8190, -0.6983, -1.3945], [-1.1862, 0.9008, 0.7861], [-1.1241, -0.5590, -0.9503], [-0.2691, 0.7155, 0.0545], [0.1029, 0.5611, -0.5014], [0.3301, 0.4503, -1.0467], [-1.7176, 0.0432, -0.2183], [-2.7070, -0.2570, -0.2276], [3.0427, 0.2891, -0.4899], [1.7023, 0.3883, -0.2030], [-1.0272, -0.7372, -1.3749], [0.4456, -0.3126, 0.9069], [0.2111, 0.6601, -0.1070], [0.6648, 0.1598, -0.6817], [-0.7149, -0.3392, 1.5834], [-0.6695, -0.8641, 0.3018], [0.1090, 0.1633, 1.2967], [0.9120, 0.8254, 0.3499], [0.3598, -0.6760, 0.8901], [-1.0347, -0.2313, -0.4104], [0.0520, -1.0654, 0.5769], [-0.4636, -0.0642, -1.2423], [0.7049, 0.1009, -0.8847], [0.5019, -0.8113, 0.3140], [-0.0993, 0.3368, 1.1287], [0.7465, 0.7391, 0.8134], [0.2778, -0.3907, -1.0745], [-1.0398, -0.1903, -0.3233], [-0.4197, 0.4401, 0.9325], [0.4216, -0.0728, 1.1911], [-0.0605, 0.0691, -0.0474], [0.1729, -0.0482, -0.0331], [0.1425, -0.1073, -0.0496], [-0.0427, 0.0178, -0.0176], [-0.0373, -0.0475, 0.1548], [0.0015, 0.0164, 0.0912], [-0.0794, 0.0131, -0.0525], [-0.0990, 0.0903, -0.0390]],
  "homo_ev": -12.1,
  "orbital_gap_ev": 8.78,
  "lumo_energy_ev": -3.34,
  "charge": 1,
  "e_tot_ha": -2333.42870
}

{
  "formula": "C4H6N2O2",
  "method": "the ωB97M-V functional and the def2-TZVPD basis",
  "species": ["C", "C", "C", "C", "N", "N", "O", "O", "H", "H", "H", "H", "H", "H"],
  "coordinates": [[-0.297, -1.034, -0.381], [-0.343, 0.261, -0.512], [2.213, 0.323, -0.071], [-2.127, 1.448, 0.405], [0.960, -1.713, -0.237], [2.074, -0.950, 0.049], [3.041, 1.170, 0.117], [-1.134, 1.354, -0.580], [-1.223, -1.615, -0.040], [-1.653, 1.516, 1.344], [-2.771, 0.663, 0.363], [-2.735, 2.362, 0.224], [1.238, -2.204, -1.109], [2.755, -1.581, 0.430]],
  "atomic_forces_ev_per_a": [[-1.8250, -0.4065, 1.3667], [2.2700, 2.2318, -0.3132], [-1.4439, 2.4408, -0.4636], [0.0941, 2.8226, -0.2518], [-0.7856, -1.4149, -1.3489], [0.7365, -0.8846, 0.6102], [-0.7750, -1.1366, -0.1433], [1.1941, -1.6050, -0.8498], [1.4079, 0.3395, -0.8816], [0.3704, 0.0804, 1.3642], [-1.8488, -2.5389, -0.0385], [0.6901, -0.4777, 0.0027], [-0.8613, 0.2397, 0.6033], [0.7765, 0.3095, 0.3438]],
  "relative_energy_kcal_mol": 152.9,
  "homo_ev": [-7.7, -8.0],
  "orbital_gap_ev": [8.17, 8.38],
  "lumo_energy_ev": [0.43, 0.39],
  "e_tot_ha": -415.79701
}

{
  "formula": "C26H36BrN6O8PS2SeY",
  "method": "the ωB97M-V functional and the def2-TZVPD basis",
  "species": ["Y", "O", "C", "O", "C", "C", "C", "C", "C", "N", "C", "O", "O", "H", "H", "H", "H", "N", "C", "C", "C", "C", "N", "C", "N", "N", "C", "O", "O", "H", "H", "H", "H", "H", "H", "H", "H", "H", "H", "H", "H", "H", "H", "C", "C", "C", "O", "P", "S", "S", "O", "C", "C", "C", "H", "H", "H", "H", "H", "H", "H", "H", "H", "H", "H", "H", "H", "H", "Se", "C", "N", "Br", "C", "C", "C", "C", "C", "C", "H", "H", "H", "H"],
  "coordinates": [[0.262, -0.127, 0.201], [-2.883, -3.163, 2.180], [-2.209, -2.127, 1.665], [-1.119, -1.801, 2.064], [-2.937, -1.432, 0.565], [-4.144, -1.875, 0.059], [-4.695, -1.186, -1.015], [-4.030, -0.087, -1.525], [-2.817, 0.282, -0.953], [-2.286, -0.380, 0.066], [-2.010, 1.474, -1.499], [-2.604, 2.255, -2.233], [-0.803, 1.505, -1.106], [-2.311, -3.585, 2.833], [-4.622, -2.745, 0.486], [-5.627, -1.520, -1.454], [-4.406, 0.492, -2.356], [1.941, 1.814, -0.296], [2.951, 1.429, -1.291], [3.731, 2.661, -1.766], [4.969, 2.466, -2.657], [5.746, 1.172, -2.415], [5.020, 0.125, -3.123], [4.669, -1.080, -2.677], [5.297, -1.682, -1.663], [3.723, -1.730, -3.356], [2.225, 0.570, -2.363], [2.625, 0.619, -3.551], [1.334, -0.187, -1.917], [1.239, 2.399, -0.745], [2.349, 2.340, 0.466], [3.641, 0.741, -0.787], [4.055, 3.159, -0.847], [3.049, 3.344, -2.277], [5.629, 3.322, -2.508], [4.670, 2.469, -3.707], [5.833, 0.958, -1.345], [6.754, 1.258, -2.827], [4.277, 0.511, -3.709], [5.915, -1.152, -1.076], [4.824, -2.450, -1.206], [3.103, -1.147, -3.909], [3.261, -2.511, -2.891], [-0.017, -5.560, -4.498], [0.233, -4.090, -4.189], [-1.062, -3.298, -4.124], [1.073, -3.968, -3.021], [0.769, -4.053, -1.449], [2.534, -4.237, -0.600], [-0.583, -2.675, -0.865], [0.000, -5.482, -1.404], [-0.699, -6.111, -0.304], [-0.197, -5.726, 1.082], [-2.193, -5.853, -0.450], [-0.459, -5.657, -5.492], [-0.691, -5.989, -3.758], [0.923, -6.112, -4.468], [0.861, -3.668, -4.976], [-1.736, -3.725, -3.381], [-1.540, -3.330, -5.107], [-0.868, -2.262, -3.853], [-0.510, -7.175, -0.464], [-0.384, -4.668, 1.278], [0.873, -5.899, 1.170], [-0.718, -6.326, 1.832], [-2.393, -4.787, -0.366], [-2.739, -6.388, 0.331], [-2.547, -6.197, -1.425], [4.704, -2.059, 1.939], [3.126, -1.500, 1.402], [2.092, -1.077, 1.062], [-0.945, 3.939, 5.843], [-0.568, 2.837, 4.320], [-0.703, 3.362, 3.051], [-0.449, 2.537, 1.957], [-0.056, 1.190, 2.071], [0.086, 0.737, 3.394], [-0.167, 1.528, 4.512], [-1.001, 4.394, 2.911], [-0.579, 2.978, 0.971], [0.406, -0.285, 3.579], [-0.050, 1.131, 5.513]],
  "atomic_forces_ev_per_a": [[-0.6035, -0.1868, -1.6479], [-0.2711, -0.0517, -0.0993], [0.1875, 0.0228, 0.1732], [0.0128, 0.1660, -0.1232], [-0.1427, 0.0730, -0.0319], [-0.0426, -0.0036, 0.1020], [0.0689, 0.0105, -0.0135], [-0.1202, -0.0679, 0.0585], [0.1223, 0.2149, -0.0388], [0.0731, -0.1201, -0.1487], [-0.2205, -0.0171, 0.0062], [0.0722, -0.0673, 0.0197], [0.0202, -0.0124, 0.1161], [0.1433, 0.0061, 0.0786], [0.0035, 0.0128, -0.0105], [-0.0068, 0.0169, 0.0159], [0.0309, 0.0208, 0.0185], [-0.1733, -0.2852, -0.2199], [-0.2194, 0.1433, -0.0517], [0.0815, -0.1181, -0.1100], [-0.0462, 0.0539, 0.1881], [0.0063, -0.0588, -0.1307], [0.6827, -0.2253, 0.1247], [0.4065, -0.1709, -0.1778], [-0.1383, 0.0156, -0.0035], [-0.0927, -0.8721, 0.3094], [0.0089, 0.1950, 0.2329], [-1.1067, 0.7148, -0.1876], [0.2070, 0.0532, -0.2219], [-0.0576, 0.0566, 0.0777], [-0.0154, -0.0747, 0.1564], [-0.0409, -0.0460, 0.0413], [0.0061, 0.0694, -0.0271], [-0.0629, -0.0043, 0.0674], [0.0476, -0.0327, -0.0500], [0.0515, 0.0931, -0.0062], [-0.0264, -0.0360, -0.0195], [0.0191, -0.0115, 0.0839], [-0.0466, -0.0324, 0.0203], [-0.0106, 0.0472, 0.1273], [-0.0806, -0.1139, 0.1380], [-0.0819, 0.1021, 0.1098], [0.1557, -0.0121, -0.0320], [0.1076, 0.0883, 0.0688], [-0.1652, -0.1436, 0.0128], [0.1684, 0.0268, 0.0934], [-0.0270, 0.2226, -0.1774], [0.0988, -0.5120, 0.1888], [-0.1488, 0.4382, -0.1280], [0.3690, -0.4510, -0.3171], [-0.1672, 0.0462, 0.0179], [-0.1082, 0.1670, -0.0286], [0.0793, 0.0759, -0.1643], [0.0964, -0.0741, -0.0885], [0.0014, 0.0010, 0.0194], [-0.0073, -0.0267, -0.0248], [-0.0274, -0.0179, -0.0278], [0.0205, 0.0210, -0.0056], [-0.0505, 0.0249, -0.0164], [0.0071, -0.0252, 0.0231], [-0.0340, 0.0173, 0.0029], [0.0512, -0.0027, 0.0229], [0.0352, -0.0164, 0.0082], [0.0399, 0.0097, 0.0294], [-0.0254, -0.0153, -0.0588], [-0.0357, 0.0576, 0.0370], [-0.0071, 0.0169, -0.0343], [0.0053, 0.0055, 0.0292], [0.7907, -0.2527, 0.1312], [-0.8167, 0.5114, -0.2136], [1.1584, -0.5983, 0.5032], [0.0341, -0.0502, -0.0799], [-0.0088, 0.0579, 0.0670], [-0.0097, 0.0695, -0.0326], [0.0179, -0.0392, 0.0947], [-0.1876, 0.9357, 1.1261], [-0.0205, 0.0443, -0.0253], [0.0402, -0.0615, 0.0258], [-0.0257, -0.0168, 0.0229], [-0.0295, -0.0224, -0.0070], [-0.0089, 0.0007, -0.0073], [-0.0108, 0.0212, -0.0016]],
  "homo_ev": -5.3,
  "orbital_gap_ev": 7.25,
  "lumo_energy_ev": 1.97,
  "charge": -1,
  "e_tot_ha": -8094.79890
}

{
  "formula": "C4H7N4",
  "method": "the ωB97M-V functional and the def2-TZVPD basis",
  "species": ["C", "C", "C", "C", "N", "N", "N", "N", "H", "H", "H", "H", "H", "H", "H"],
  "coordinates": [[-1.748, -1.194, -0.163], [-1.909, 0.979, 0.100], [-1.013, -0.003, -0.106], [1.356, -0.569, 0.134], [-3.055, -0.936, -0.010], [-3.155, 0.392, 0.104], [2.608, -0.145, 0.035], [0.381, 0.269, -0.138], [-1.415, -2.247, -0.475], [-1.665, 2.066, 0.315], [1.012, -1.421, 0.663], [-4.087, 0.863, 0.049], [3.398, -0.707, 0.476], [2.697, 0.708, -0.512], [0.639, 1.239, -0.066]],
  "atomic_forces_ev_per_a": [[-0.4568, -2.1497, -0.8058], [-1.3223, 2.4873, 0.3895], [0.6322, -0.3802, 0.3047], [-0.2229, 1.7550, 0.7939], [0.7987, -0.0252, -0.7832], [0.5310, 0.8816, 0.2442], [0.2318, -1.7088, 0.6325], [-0.0079, -0.3977, 0.0662], [-0.5946, 1.8270, 0.8827], [-0.8661, -1.5010, -0.4928], [0.4785, -1.4602, -0.1162], [1.4037, -0.8048, 0.3670], [-1.3892, 1.4075, -1.1935], [0.9429, -0.3328, 0.3504], [-0.1591, 0.4022, -0.6396]],
  "relative_energy_kcal_mol": 22.5,
  "homo_ev": -13.3,
  "orbital_gap_ev": 9.06,
  "lumo_energy_ev": -4.25,
  "charge": 1,
  "e_tot_ha": -375.36668
}